DFT (ωB97M-V/def2-TZVPD) results for a molecular structure, C40H45Cl2N7O2PRe.

- Charge: +1
- ΔE to the lowest compared entry with this formula, charge and spin: 0.0 kJ/mol
- 2S+1: 2
- DFT total energy: -93192.88808 eV

Geometry as XYZ:
```
98
C40H45Cl2N7O2PRe ωB97M-V/def2-TZVPD
Re 0.081 0.210 -0.426
Cl -5.996 -0.180 3.216
C -4.815 0.138 1.996
C -3.537 -0.382 2.162
C -2.558 -0.147 1.206
N -1.218 -0.616 1.200
C -0.965 -1.775 1.871
O -1.722 -2.367 2.632
C 0.339 -2.445 1.493
C 0.341 -4.022 1.718
C 1.569 -4.799 2.093
C 2.765 -4.493 1.612
C 3.053 -3.148 1.012
N 2.024 -2.364 0.166
C -2.882 0.636 0.091
C -4.160 1.136 -0.087
C -5.132 0.883 0.872
Cl -6.719 1.517 0.628
N -1.754 0.991 -0.690
C -1.801 2.148 -1.439
O -2.706 2.509 -2.155
C -0.608 3.015 -1.185
C -0.634 4.334 -1.593
C 0.411 5.165 -1.230
C 1.461 4.612 -0.517
C 1.420 3.270 -0.186
N 0.390 2.468 -0.473
H -3.329 -0.971 3.037
H -0.529 -4.287 2.312
H 1.415 -5.733 2.621
H 3.619 -5.137 1.785
H 4.007 -3.135 0.488
H -4.420 1.715 -0.959
H -1.485 4.674 -2.167
H 0.413 6.212 -1.505
H 2.318 5.202 -0.222
H 2.273 2.838 0.309
C -1.829 -3.631 -1.137
C -1.186 -4.512 -0.374
C 0.179 -4.230 0.156
C 0.579 -2.777 0.006
N -0.151 -1.897 -0.871
C -1.262 -2.308 -1.356
C 1.657 -1.641 1.406
C 2.888 -2.097 2.170
C 3.896 -1.040 2.431
C 3.556 0.240 2.302
C 2.296 0.597 1.667
N 1.444 -0.218 1.171
H -2.804 -3.836 -1.556
H -1.618 -5.484 -0.161
H 0.875 -4.966 -0.247
H -1.854 -1.571 -1.894
H 2.671 -2.589 3.117
H 4.861 -1.329 2.832
H 4.216 1.047 2.588
H 2.072 1.646 1.544
C 2.126 -2.624 -3.110
C 1.990 -1.471 -4.125
C 3.024 -1.700 -5.237
C 0.581 -1.570 -4.733
P 2.109 0.188 -3.231
N 1.216 0.198 -1.916
C 3.900 0.485 -2.736
C 4.809 0.944 -3.883
C 4.484 -0.807 -2.144
C 3.941 1.522 -1.605
C 1.487 1.556 -4.363
C 1.995 1.499 -5.809
C -0.052 1.543 -4.384
C 1.903 2.909 -3.766
H 1.560 -3.484 -3.475
H 1.750 -2.345 -2.132
H 3.157 -2.946 -2.991
H 2.781 -2.649 -5.724
H 4.034 -1.797 -4.842
H 3.025 -0.933 -6.006
H 0.423 -2.598 -5.063
H 0.458 -0.932 -5.604
H -0.195 -1.326 -4.006
H 4.824 0.241 -4.714
H 5.830 1.013 -3.498
H 4.544 1.926 -4.269
H 4.698 -1.549 -2.910
H 3.822 -1.242 -1.393
H 5.437 -0.556 -1.669
H 3.655 2.521 -1.924
H 4.966 1.573 -1.226
H 3.291 1.208 -0.790
H 1.593 0.652 -6.359
H 3.081 1.483 -5.883
H 1.645 2.402 -6.316
H -0.464 0.770 -5.025
H -0.399 2.503 -4.771
H -0.470 1.413 -3.391
H 2.970 3.101 -3.860
H 1.621 2.988 -2.719
H 1.382 3.698 -4.313
```

Formally, the Löwdin partial charges of the atoms, in units of the elementary charge, are as follows:
1. Re 1.55
2. Cl 0.69
3. C -0.68
4. C -0.03
5. C -0.20
6. N -0.01
7. C -0.42
8. O 0.06
9. C -0.09
10. C -0.08
11. C -0.03
12. C -0.05
13. C -0.13
14. N 0.12
15. C -0.20
16. C -0.04
17. C -0.68
18. Cl 0.69
19. N -0.08
20. C -0.47
21. O 0.11
22. C -0.20
23. C 0.03
24. C -0.02
25. C -0.03
26. C -0.14
27. N 0.01
28. H 0.10
29. H 0.14
30. H 0.12
31. H 0.12
32. H 0.14
33. H 0.10
34. H 0.13
35. H 0.12
36. H 0.12
37. H 0.08
38. C -0.01
39. C 0.02
40. C -0.12
41. C -0.34
42. N -0.02
43. C -0.08
44. C -0.32
45. C -0.12
46. C 0.02
47. C -0.02
48. C -0.08
49. N 0.01
50. H 0.12
51. H 0.13
52. H 0.16
53. H 0.13
54. H 0.16
55. H 0.13
56. H 0.12
57. H 0.09
58. C -0.08
59. C -0.58
60. C -0.07
61. C -0.08
62. P 0.97
63. N -0.35
64. C -0.59
65. C -0.06
66. C -0.08
67. C -0.09
68. C -0.58
69. C -0.07
70. C -0.07
71. C -0.08
72. H 0.09
73. H 0.02
74. H 0.07
75. H 0.10
76. H 0.06
77. H 0.07
78. H 0.09
79. H 0.06
80. H 0.07
81. H 0.07
82. H 0.10
83. H 0.07
84. H 0.07
85. H 0.06
86. H 0.09
87. H 0.06
88. H 0.10
89. H 0.04
90. H 0.07
91. H 0.07
92. H 0.10
93. H 0.07
94. H 0.10
95. H 0.04
96. H 0.07
97. H 0.04
98. H 0.10



DFT (ωB97M-V/def2-TZVPD) results for a molecular structure, C40H45N4O4RbSSb2.

- Charge: -2
- ΔE to the lowest compared entry with this formula, charge and spin: 147.0 kJ/mol
- DFT total energy: -80927.10747 eV

Geometry as XYZ:
```
97
C40H45N4O4RbSSb2 ωB97M-V/def2-TZVPD
Rb -0.261 -0.308 0.841
O -0.201 -4.368 1.012
C -0.531 -3.867 2.132
C 0.077 -4.317 3.336
C -0.289 -3.833 4.562
C -1.276 -2.854 4.669
C -1.875 -2.362 3.529
C -1.549 -2.849 2.260
C -2.266 -2.534 1.046
N -3.034 -1.589 0.664
C -3.339 -0.427 1.448
C -3.956 0.638 0.528
N -2.984 1.138 -0.408
C -2.444 2.257 -0.176
C -2.680 3.184 0.946
C -3.551 4.246 0.816
C -3.751 5.149 1.851
C -3.058 4.959 3.039
C -2.170 3.921 3.186
C -1.911 2.978 2.149
O -1.069 2.042 2.264
H 0.844 -5.076 3.246
H 0.192 -4.216 5.457
H -1.579 -2.496 5.645
H -2.661 -1.628 3.641
H -2.144 -3.321 0.301
H -2.462 0.007 1.953
H -4.096 -0.673 2.207
H -4.370 1.451 1.144
H -4.750 0.160 -0.054
H -1.711 2.583 -0.912
H -4.104 4.366 -0.113
H -4.445 5.973 1.734
H -3.230 5.640 3.868
H -1.641 3.780 4.120
C 2.060 -4.935 -0.998
Sb 0.856 -3.102 -1.008
C -0.752 -4.147 -2.033
C 1.993 -2.482 -2.884
C 1.288 -2.860 -4.095
C 1.435 -4.151 -4.610
C 0.684 -4.612 -5.674
C -0.228 -3.767 -6.284
C -0.353 -2.467 -5.824
C 0.381 -1.994 -4.742
C 0.212 -0.595 -4.317
Sb -1.129 -0.284 -2.568
C -2.805 -1.155 -3.679
C -1.604 1.676 -3.424
H 1.990 -5.429 -1.964
H 1.679 -5.590 -0.226
H 3.099 -4.697 -0.787
H -0.463 -4.466 -3.028
H -1.621 -3.500 -2.098
H -0.992 -5.008 -1.420
H 2.950 -2.987 -2.793
H 2.145 -1.416 -2.763
H 2.154 -4.810 -4.141
H 0.804 -5.632 -6.021
H -0.822 -4.110 -7.124
H -1.043 -1.795 -6.322
H -0.219 -0.005 -5.128
H 1.150 -0.140 -4.007
H -2.959 -0.651 -4.628
H -3.700 -1.066 -3.073
H -2.604 -2.206 -3.861
H -1.666 1.622 -4.509
H -0.825 2.382 -3.153
H -2.556 2.016 -3.035
C 3.357 6.669 1.094
C 3.138 5.213 0.789
C 1.904 4.611 1.006
C 1.711 3.260 0.747
C 2.761 2.511 0.246
C 3.993 3.099 0.015
C 4.183 4.440 0.292
S 2.545 0.744 -0.126
O 3.743 0.335 -0.832
O 1.337 0.676 -0.945
N 2.295 -0.110 1.168
C 2.419 0.211 2.453
C 3.291 1.214 2.956
C 3.354 1.447 4.305
C 2.576 0.687 5.172
C 1.765 -0.281 4.602
N 1.681 -0.524 3.311
H 2.457 7.100 1.522
H 3.615 7.220 0.189
H 4.176 6.797 1.802
H 1.083 5.199 1.391
H 0.761 2.787 0.951
H 4.788 2.480 -0.378
H 5.150 4.900 0.129
H 3.913 1.767 2.269
H 4.007 2.219 4.698
H 2.604 0.843 6.242
H 1.134 -0.908 5.224
```

Formally, the Löwdin partial charges of the atoms, in units of the elementary charge, are as follows:
1. Rb 0.82
2. O -0.23
3. C -0.42
4. C -0.03
5. C -0.12
6. C -0.14
7. C -0.06
8. C -0.19
9. C -0.23
10. N 0.01
11. C -0.28
12. C -0.21
13. N 0.01
14. C -0.15
15. C -0.17
16. C -0.09
17. C -0.16
18. C -0.15
19. C -0.04
20. C -0.44
21. O -0.18
22. H 0.10
23. H 0.09
24. H 0.08
25. H 0.09
26. H 0.10
27. H 0.05
28. H 0.12
29. H 0.11
30. H 0.11
31. H 0.10
32. H 0.10
33. H 0.07
34. H 0.08
35. H 0.10
36. C -0.30
37. Sb 1.39
38. C -0.28
39. C -0.30
40. C -0.32
41. C -0.09
42. C -0.13
43. C -0.12
44. C -0.08
45. C -0.29
46. C -0.31
47. Sb 1.37
48. C -0.31
49. C -0.32
50. H -0.02
51. H -0.02
52. H -0.01
53. H -0.01
54. H -0.02
55. H 0.00
56. H 0.06
57. H 0.02
58. H 0.10
59. H 0.09
60. H 0.08
61. H 0.10
62. H 0.05
63. H 0.05
64. H -0.01
65. H -0.01
66. H -0.02
67. H -0.01
68. H 0.00
69. H -0.01
70. C -0.06
71. C -0.28
72. C -0.02
73. C -0.03
74. C -0.27
75. C -0.07
76. C -0.05
77. S 0.52
78. O -0.33
79. O -0.57
80. N -0.24
81. C -0.45
82. C -0.02
83. C -0.10
84. C -0.11
85. C -0.17
86. N 0.10
87. H 0.07
88. H 0.07
89. H 0.07
90. H 0.11
91. H 0.10
92. H 0.11
93. H 0.11
94. H 0.09
95. H 0.09
96. H 0.08
97. H 0.09



DFT (ωB97M-V/def2-TZVPD) results for 7 unconnected molecules or ions with the total composition C40H46F2N2O2S.

- Charge: 0
- DFT total energy: -65564.07288 eV
- SMILES string: NCCCCN(F)S(=O)(=O)F.c1ccccc1.c1ccccc1.c1ccccc1.c1ccccc1.c1ccccc1.c1ccccc1

Geometry as XYZ:
```
93
C40H46F2N2O2S ωB97M-V/def2-TZVPD
N 1.236 0.816 2.912
C 0.103 -0.109 3.389
C 0.754 -1.145 4.482
C 0.904 -2.702 3.928
C 2.467 -3.098 3.599
N 3.182 -2.127 2.685
F 4.518 -2.086 2.902
S 2.768 -2.342 1.002
O 3.006 -3.794 0.470
O 3.692 -1.396 0.144
F 1.141 -1.782 0.726
H 0.914 1.425 2.125
H 2.068 0.266 2.605
H -0.729 0.602 3.813
H -0.368 -0.734 2.519
H -0.010 -1.202 5.398
H 1.784 -0.733 4.914
H 0.147 -2.961 3.058
H 0.575 -3.393 4.844
H 3.042 -3.047 4.644
H 2.572 -4.225 3.223
C 5.624 1.098 5.242
C 5.996 1.858 6.350
C 5.597 1.470 7.629
C 4.834 0.315 7.800
C 4.466 -0.448 6.692
C 4.857 -0.055 5.413
H 5.932 1.403 4.245
H 6.596 2.755 6.217
H 5.881 2.067 8.492
H 4.528 0.009 8.797
H 3.873 -1.349 6.826
H 4.565 -0.646 4.549
C 2.156 -2.684 -2.398
C 1.649 -3.328 -3.526
C 1.096 -2.582 -4.567
C 1.059 -1.190 -4.483
C 1.569 -0.546 -3.356
C 2.113 -1.292 -2.312
H 2.583 -3.266 -1.585
H 1.685 -4.413 -3.594
H 0.696 -3.085 -5.443
H 0.633 -0.608 -5.296
H 1.541 0.539 -3.292
H 2.506 -0.790 -1.431
C -2.042 0.496 -3.319
C -3.351 0.956 -3.458
C -4.416 0.182 -2.998
C -4.171 -1.050 -2.390
C -2.861 -1.508 -2.248
C -1.797 -0.738 -2.716
H -1.213 1.098 -3.681
H -3.542 1.919 -3.926
H -5.436 0.538 -3.112
H -5.000 -1.651 -2.027
H -2.670 -2.467 -1.772
H -0.777 -1.098 -2.610
C 2.370 5.836 9.860
C 2.564 4.568 9.312
C 3.505 4.381 8.301
C 4.261 5.462 7.843
C 4.069 6.729 8.394
C 3.121 6.917 9.399
H 1.633 5.981 10.646
H 1.980 3.725 9.673
H 3.652 3.395 7.869
H 4.998 5.315 7.059
H 4.659 7.570 8.039
H 2.968 7.905 9.824
C -6.573 2.257 -5.577
C -6.812 0.906 -5.825
C -7.903 0.522 -6.605
C -8.749 1.490 -7.145
C -8.508 2.842 -6.899
C -7.423 3.225 -6.112
H -5.725 2.555 -4.966
H -6.149 0.151 -5.411
H -8.093 -0.532 -6.793
H -9.597 1.192 -7.757
H -9.167 3.597 -7.321
H -7.238 4.278 -5.916
C -2.334 -3.598 -6.669
C -2.498 -4.528 -7.695
C -2.366 -4.130 -9.025
C -2.060 -2.803 -9.329
C -1.893 -1.874 -8.302
C -2.033 -2.270 -6.972
H -2.440 -3.908 -5.633
H -2.729 -5.563 -7.459
H -2.501 -4.853 -9.825
H -1.953 -2.493 -10.365
H -1.653 -0.840 -8.539
H -1.908 -1.545 -6.173
```

Formally, the Löwdin partial charges of the atoms, in units of the elementary charge, are as follows:
1. N -0.05
2. C -0.27
3. C -0.18
4. C -0.17
5. C -0.18
6. N -0.25
7. F -0.01
8. S 0.95
9. O -0.32
10. O -0.33
11. F -0.21
12. H 0.07
13. H 0.04
14. H 0.12
15. H 0.09
16. H 0.12
17. H 0.11
18. H 0.12
19. H 0.13
20. H 0.15
21. H 0.14
22. C -0.08
23. C -0.09
24. C -0.11
25. C -0.09
26. C -0.10
27. C -0.09
28. H 0.10
29. H 0.10
30. H 0.10
31. H 0.10
32. H 0.09
33. H 0.07
34. C -0.09
35. C -0.08
36. C -0.09
37. C -0.12
38. C -0.11
39. C -0.10
40. H 0.06
41. H 0.10
42. H 0.09
43. H 0.10
44. H 0.10
45. H 0.07
46. C -0.09
47. C -0.09
48. C -0.11
49. C -0.09
50. C -0.09
51. C -0.09
52. H 0.10
53. H 0.09
54. H 0.09
55. H 0.10
56. H 0.10
57. H 0.08
58. C -0.10
59. C -0.09
60. C -0.09
61. C -0.09
62. C -0.10
63. C -0.10
64. H 0.10
65. H 0.10
66. H 0.08
67. H 0.10
68. H 0.10
69. H 0.10
70. C -0.09
71. C -0.10
72. C -0.09
73. C -0.10
74. C -0.10
75. C -0.10
76. H 0.09
77. H 0.09
78. H 0.10
79. H 0.10
80. H 0.10
81. H 0.10
82. C -0.10
83. C -0.10
84. C -0.10
85. C -0.10
86. C -0.09
87. C -0.10
88. H 0.10
89. H 0.10
90. H 0.10
91. H 0.10
92. H 0.10
93. H 0.09